No. 1
24
Properties=species:S:1:pos:R:3 method="wB97M-V/def2-TZVPD" largest_force_ev_per_a=3.02 smiles=CC(C)CCCO.O total_charge=0 lumo_ev=0.74
C -1.484 0.629 -0.854
C -0.617 -0.445 -1.442
C -0.245 0.106 -2.859
C 0.352 -1.266 -0.475
C 1.017 -0.529 0.679
C 1.774 -1.569 1.620
O 3.129 -1.327 1.982
H -1.110 1.693 -0.930
H -1.668 0.450 0.192
H -2.408 0.741 -1.429
H -1.213 -1.334 -1.708
H 0.022 -0.640 -3.650
H 0.680 0.648 -2.676
H -0.999 0.705 -3.313
H 1.200 -1.717 -0.990
H -0.385 -1.958 -0.081
H 1.647 0.250 0.298
H 0.158 -0.113 1.293
H 1.122 -1.549 2.520
H 1.738 -2.499 1.061
H 3.533 -1.078 1.143
O -1.765 3.665 3.093
H -2.426 4.347 3.166
H -2.054 2.791 3.362

No. 2
25
Properties=species:S:1:pos:R:3 method="wB97M-V/def2-TZVPD" largest_force_ev_per_a=6.31 total_charge=+3 lumo_ev=-17.59
Tl -0.930 -0.323 0.655
C 1.948 1.908 1.471
C 1.080 0.950 2.296
C 1.146 1.234 3.830
O -0.203 1.148 1.776
H 3.004 1.786 1.712
H 1.808 2.939 1.796
H 1.892 1.785 0.390
H 1.413 -0.076 2.137
H 2.115 0.987 4.263
H 0.445 0.589 4.360
H 0.881 2.276 4.015
H -0.238 2.055 1.465
C 0.010 -1.747 -2.659
C -1.100 -0.929 -2.184
C -2.357 -1.192 -3.056
O -1.431 -1.382 -0.921
H -0.256 -2.804 -2.660
H 0.870 -1.609 -2.004
H 0.355 -1.371 -3.622
H -0.852 0.132 -2.216
H -2.048 -1.072 -4.094
H -3.285 -0.729 -2.721
H -2.564 -2.260 -2.994
H -1.703 -2.295 -1.036

No. 3
25
Properties=species:S:1:pos:R:3 method="wB97M-V/def2-TZVPD" largest_force_ev_per_a=4.69 smiles=CCC(O)(O)O.CCC total_charge=0 lumo_ev=0.69
C -1.648 -1.500 0.675
C -0.660 -2.524 0.139
C 1.030 -1.976 -0.058
O 1.036 -1.384 -1.273
O 1.275 -1.123 0.981
O 1.835 -3.088 -0.010
H -2.552 -1.990 1.039
H -1.211 -0.940 1.501
H -1.933 -0.795 -0.107
H -1.035 -3.048 -0.749
H -0.502 -3.313 0.871
H -0.055 -1.402 -1.103
H 2.064 -1.407 1.464
H 2.189 -3.230 -0.899
C -0.767 3.237 0.507
C -0.215 1.956 -0.115
C 0.971 2.223 -1.039
H -1.102 3.931 -0.266
H -0.003 3.740 1.101
H -1.615 3.024 1.160
H -1.007 1.458 -0.681
H 0.092 1.266 0.674
H 0.679 2.874 -1.866
H 1.359 1.292 -1.451
H 1.776 2.721 -0.496

No. 4
25
Properties=species:S:1:pos:R:3 method="wB97M-V/def2-TZVPD" largest_force_ev_per_a=1.73 smiles="COC(C)(C)C.C=O.O" total_charge=0 lumo_ev=0.78
C -0.852 1.834 -0.365
O -0.674 0.456 -0.619
C 0.666 -0.016 -0.885
C 1.194 0.583 -2.192
C 1.612 0.290 0.278
C 0.504 -1.531 -1.032
H -0.516 2.452 -1.200
H -1.924 1.976 -0.240
H -0.345 2.147 0.552
H 1.375 1.651 -2.095
H 0.478 0.418 -2.995
H 2.135 0.108 -2.460
H 2.569 -0.194 0.097
H 1.198 -0.094 1.209
H 1.794 1.359 0.374
H 0.244 -1.977 -0.075
H 1.436 -1.979 -1.365
H -0.276 -1.753 -1.757
C -1.243 -0.644 2.933
O -0.232 -1.284 2.646
H -1.311 0.450 2.833
H -2.064 -1.106 3.504
O -2.237 -0.915 1.168
H -1.824 -1.828 1.166
H -1.705 -0.403 0.518

No. 5
24
Properties=species:S:1:pos:R:3 method="wB97M-V/def2-TZVPD" largest_force_ev_per_a=1.41 smiles=CCSC.CCSC total_charge=0 lumo_ev=0.88
C -0.395 -1.271 2.823
C 0.650 -1.371 1.754
S 0.311 -2.901 0.840
C 0.722 -2.608 -0.862
H -0.476 -2.219 3.346
H -1.401 -1.080 2.455
H -0.134 -0.499 3.540
H 0.626 -0.536 1.062
H 1.648 -1.383 2.193
H 1.787 -2.735 -1.087
H 0.230 -3.375 -1.462
H 0.465 -1.639 -1.281
C -0.906 0.820 -2.115
C -1.019 2.324 -1.821
S 0.507 3.058 -1.244
C 0.729 2.243 0.365
H -0.913 0.691 -3.189
H -1.768 0.258 -1.760
H 0.008 0.397 -1.714
H -1.226 2.890 -2.728
H -1.857 2.599 -1.202
H 0.229 1.289 0.390
H 1.769 2.060 0.610
H 0.416 2.988 1.086

No. 6
29
Properties=species:S:1:pos:R:3 method="wB97M-V/def2-TZVPD" largest_force_ev_per_a=0.46 total_charge=-1 lumo_ev=3.08
C -1.763 2.280 0.793
C -1.171 1.450 1.945
C 0.133 0.700 1.618
N 0.046 -0.660 1.105
Ga -1.382 -1.258 -0.075
C -1.308 -0.269 -1.858
B -0.068 -0.554 -2.771
O 1.060 -1.290 -2.390
O -0.002 -0.054 -4.069
H -2.040 3.286 1.117
H -1.021 2.389 -0.002
H -2.626 1.785 0.344
H -0.948 2.140 2.768
H -1.914 0.744 2.325
H 0.714 1.315 0.909
H 0.734 0.689 2.533
H 0.193 -1.309 1.868
H -1.155 -2.842 -0.328
H -2.863 -1.077 0.590
H -1.355 0.825 -1.745
H -2.222 -0.542 -2.408
H 1.729 -0.734 -1.976
H -0.890 0.249 -4.299
C 2.966 -1.465 0.247
C 3.178 -0.747 1.493
N 3.270 -0.120 2.449
H 3.365 -2.476 0.316
H 1.885 -1.513 0.077
H 3.458 -0.942 -0.574

no.,E_HOMO (eV)
1,-10.08
2,-23.47
3,-9.85
4,-9.37
5,-8.49
6,-4.03